Entry 1:
Below is 8 unconnected molecules or ions with the total composition C8H32N16O8, with properties calculated with ωB97M-V with the def2-TZVPD basis set.

```
64
Properties=species:S:1:pos:R:3
C -6.32018 0.57627 -2.02635
O -6.91967 -0.20814 -2.70892
N -6.01679 0.50670 -0.75046
N -5.85914 1.64577 -2.58725
H -5.72520 1.31519 -0.21997
H -6.48115 -0.20250 -0.20137
H -5.55875 2.42452 -2.01855
H -6.32031 1.72584 -3.48224
C 4.77842 4.26810 -1.63897
O 4.35974 3.90903 -0.62626
N 4.61635 3.62435 -2.75042
N 5.27172 5.49495 -1.80461
H 5.02908 3.83288 -3.64835
H 4.41168 2.65573 -2.55049
H 4.95807 6.14439 -1.09754
H 5.91927 5.77686 -2.52662
C 4.46881 -3.29744 -0.32808
O 4.57182 -2.18946 0.21387
N 5.19139 -4.35293 -0.16049
N 3.53870 -3.61562 -1.27243
H 5.94838 -4.22745 0.49626
H 5.13846 -5.13940 -0.79197
H 3.56485 -4.48825 -1.78030
H 2.90593 -2.96041 -1.70877
C -1.20865 3.99184 2.10237
O -0.32516 3.15445 2.30211
N -1.75725 4.29565 0.97282
N -1.59439 4.81848 3.04139
H -2.50140 4.95074 0.77994
H -1.50294 3.65696 0.23289
H -1.25851 4.71918 3.98872
H -2.17672 5.61538 2.82708
C 1.42227 -2.85414 5.04396
O 1.91122 -1.93283 4.36189
N 0.43053 -2.49504 5.80299
N 1.57904 -4.04911 5.09943
H -0.21663 -1.78121 5.50014
H -0.02456 -3.28938 6.22961
H 1.15493 -4.38398 5.95270
H 2.47229 -4.47387 4.89503
C -0.88597 -0.65430 -1.16788
O -1.44846 -1.07708 -2.12002
N -1.06157 -0.96090 0.17180
N -0.02821 0.36955 -1.23971
H -0.28338 -0.66381 0.74299
H -1.88726 -1.44786 0.48992
H 0.17329 0.79658 -0.34688
H 0.04593 0.75748 -2.16929
C -0.65790 4.39496 -4.87850
O 0.16402 3.75149 -5.39711
N -1.91851 4.36694 -5.05969
N -0.39649 5.49780 -4.20213
H -2.52726 4.97029 -4.52537
H -2.35872 3.62985 -5.59166
H -1.11583 6.12128 -3.86461
H 0.55859 5.81054 -4.10160
C -0.69654 -7.74288 2.59138
O 0.14673 -8.55536 2.79289
N -0.58247 -6.83754 1.69189
N -1.79496 -7.63311 3.20611
H 0.27101 -6.90609 1.15619
H -1.02173 -5.92848 1.71920
H -2.44370 -6.86486 3.11106
H -2.12592 -8.35664 3.82825
```

Computed properties:
relative energy (zero: lowest compared OMol25 entry of this formula, charge and spin): 193.7 kcal/mol


Entry 2:
Below is C4H7NOS2 in the gas phase, with properties calculated with ωB97M-V with the def2-TZVPD basis set.

```
15
Properties=species:S:1:pos:R:3
C -1.63374 1.51201 -0.66423
C -1.47610 1.08945 0.79552
C 0.67121 0.43401 -0.27134
C 1.73383 -2.18331 0.35605
N -0.51980 1.19758 -1.31859
O -2.72129 1.85181 -1.04362
S 0.23417 0.98362 1.41318
S 0.38318 -1.32435 -0.55001
H -2.02002 1.62431 1.44529
H -1.90597 0.06792 0.84263
H 1.68728 0.65110 -0.44139
H 2.78978 -1.73428 0.30790
H 1.73057 -3.11214 -0.00363
H 1.55022 -2.08628 1.47063
H -0.50333 1.02854 -2.33839
```

Computed properties:
relative energy (zero: lowest compared OMol25 entry of this formula, charge and spin): 39.7 kcal/mol


Entry 3:
Below is a molecular structure, C36H23N4O4S2Sn, with properties calculated with ωB97M-V with the def2-TZVPD basis set.

```
70
Properties=species:S:1:pos:R:3
Sn -0.19708 -0.52640 0.28205
O -1.61258 -2.15786 0.09747
C -1.44195 -3.37963 -0.28690
C -2.47690 -4.05447 -0.98326
C -2.33313 -5.35922 -1.38294
C -1.15528 -6.07823 -1.11490
C -0.14289 -5.44403 -0.43677
C -0.25829 -4.10595 -0.02473
C 0.81040 -3.53326 0.74186
N 0.90448 -2.31345 1.14525
N 1.98336 -2.08711 1.99883
C 1.98817 -0.83590 2.38274
O 1.17499 0.05664 1.98131
C 3.03600 -0.43002 3.37104
C 3.11861 0.90689 3.74346
C 4.07715 1.32042 4.65819
C 4.95883 0.39886 5.20528
C 4.87813 -0.93847 4.83417
C 3.92074 -1.35266 3.92159
H -3.38013 -3.49269 -1.18873
H -3.14380 -5.84494 -1.91437
H -1.05379 -7.10839 -1.42899
H 0.77539 -5.97453 -0.20532
H 1.61048 -4.19775 1.06841
H 2.41960 1.60501 3.30224
H 4.13573 2.36314 4.94507
H 5.70759 0.71929 5.91953
H 5.56438 -1.66026 5.26040
H 3.84149 -2.38886 3.62182
N -4.82706 1.98232 5.60361
C -4.14603 1.58777 4.76426
C -3.29256 1.09347 3.71211
C -2.81225 -0.21471 3.76433
C -1.99187 -0.68227 2.75269
C -1.63861 0.14453 1.68616
C -2.12855 1.44676 1.64296
C -2.95715 1.92410 2.64832
H -3.08592 -0.85103 4.59650
H -1.62939 -1.70291 2.78579
H -1.86830 2.09890 0.81531
H -3.34238 2.93530 2.61785
C 0.77639 1.17972 -0.46152
C 1.26296 2.24263 -0.76560
C 1.80693 3.51149 -1.15757
C 3.14072 3.82822 -0.89196
C 3.65674 5.05709 -1.27138
C 2.85029 5.98570 -1.91648
C 1.52229 5.67735 -2.18135
C 1.00092 4.44909 -1.80682
H 3.75880 3.10013 -0.38332
H 4.69152 5.29388 -1.05752
H 3.25648 6.94412 -2.21489
H 0.88840 6.39935 -2.68091
H -0.03178 4.19618 -2.01152
O -4.05960 0.38959 -1.85497
S -2.77741 0.85809 -2.28807
O -2.46459 2.24803 -2.11960
N -1.56082 -0.07290 -1.66095
C -0.89093 -0.73139 -2.57892
S 0.45923 -1.64159 -2.16544
C -1.42756 -0.55023 -3.95754
C -1.00919 -1.14338 -5.13398
C -1.67869 -0.81391 -6.30593
C -2.73817 0.09017 -6.29465
C -3.15842 0.68289 -5.10983
C -2.48215 0.34096 -3.95750
H -0.18169 -1.84095 -5.12412
H -1.37550 -1.26712 -7.24108
H -3.24340 0.33334 -7.22059
H -3.98138 1.38508 -5.08967
```

Computed properties:
charge: -1


HOMO per entry: -9.22; -8.98; -5.15 eV
Lowest unoccupied orbital energy per entry: -0.20; 0.52; 1.98 eV
Orbital gap per entry: 9.015; 9.497; 7.131 eV